Molecular formula: C30H70N10O10
Method: DFT, wB97M-V/def2-TZVPD

Calculated values
**Highest occupied orbital energy**: -8.88 eV
**Kohn-Sham gap**: 8.761 eV
**Relative energy (zero: lowest compared OMol25 entry of this formula, charge and spin)**: 1755.6 kJ/mol

Geometry as ORCA input:
```
! wB97M-V def2-TZVPD RIJCOSX def2/J DEFGRID3
* xyz 0 1
O -3.08 -0.70 4.89
O 2.25 -0.50 0.40
O -1.95 1.85 1.54
O 6.57 -1.93 -1.19
O 1.05 -1.85 -6.84
O -5.09 2.14 0.74
O 2.79 -2.04 5.46
O 4.85 4.74 2.31
O -0.51 -3.44 -2.71
O -4.26 -2.52 -0.01
N -1.57 4.01 1.26
N 5.72 3.68 0.41
N -2.22 -3.23 -0.50
N 4.59 -1.83 -0.29
N -5.07 0.52 4.36
N 0.89 1.05 1.54
N 1.34 -0.81 4.11
N 0.93 -4.91 -3.83
N -6.34 2.09 -1.19
N 0.74 -0.06 -5.54
C 0.81 -0.73 -4.25
C 2.55 -1.30 4.51
C 0.54 -4.09 -2.86
C 3.68 -1.22 3.46
C -5.30 1.58 -0.41
C -5.12 1.25 5.63
C -1.86 -3.57 0.89
C -0.15 -0.42 -0.05
C 0.29 -4.92 -5.22
C -2.21 3.01 1.89
C -4.34 0.52 -0.90
C 1.50 -3.95 -1.76
C 5.18 4.71 1.07
C -0.63 4.00 0.13
C 5.46 -1.47 -1.11
C 0.77 0.29 -7.87
C 1.00 -0.65 -6.65
C 1.08 0.00 0.71
C 4.77 -3.10 0.47
C 6.10 2.48 1.18
C -3.36 -2.78 -0.89
C -3.98 -0.34 4.04
C -3.78 -0.74 2.61
C -3.72 -2.52 -2.34
C -7.50 2.77 -0.75
C 5.17 -0.25 -1.88
C 1.86 1.89 2.26
C -3.13 3.33 2.96
C 0.20 -1.15 4.97
C 4.94 5.98 0.10
H -4.09 -1.90 2.31
H -5.58 0.63 3.68
H -0.70 5.15 -0.31
H -0.47 0.14 -0.91
H -3.70 -3.48 -2.95
H 0.54 0.92 -5.47
H 2.22 -3.11 -1.90
H 0.47 4.06 0.40
H -6.48 1.55 -2.03
H 5.08 5.58 -0.73
H 0.27 -1.93 5.76
H -3.96 2.86 2.65
H 5.27 -3.68 -0.12
H -0.75 -4.94 -5.11
H 5.82 6.68 0.41
H 5.51 1.75 0.85
H 7.16 1.96 0.97
H 0.93 -3.84 -0.80
H -5.29 0.58 6.27
H -8.22 2.77 -1.55
H -7.91 2.46 0.20
H -5.16 -0.12 -1.04
H -0.71 -1.41 4.23
H -2.66 -3.51 1.40
H 1.63 2.86 2.32
H 3.89 -0.99 -0.25
H -4.39 -0.02 2.06
H -1.08 -0.65 0.61
H 2.89 1.55 1.90
H 5.33 -2.56 1.18
H 5.95 0.60 -1.39
H -3.02 -1.98 -2.84
H 1.89 0.54 -8.06
H 3.44 -1.75 2.48
H -1.02 3.57 -0.81
H -3.41 4.46 3.26
H 0.51 0.06 -3.32
H 4.60 -1.50 3.74
H 3.93 -3.40 0.85
H -3.58 0.07 -0.22
H -4.20 2.08 5.74
H -2.66 2.94 3.71
H -1.52 -3.26 -1.36
H -0.07 -0.07 5.56
H 3.85 6.29 0.54
H 5.46 -0.38 -2.94
H -1.00 -2.93 1.40
H 3.98 -0.03 -1.83
H 0.16 1.20 -7.73
H 4.00 -0.08 3.36
H -3.75 0.76 -1.69
H 5.87 2.50 2.40
H 6.05 3.86 -0.55
H 1.17 -0.23 3.31
H 0.38 -0.31 -8.73
H -1.85 4.95 1.64
H 0.53 -4.09 -5.96
H -7.09 3.78 -0.44
H 2.09 -4.92 -1.50
H 1.75 -5.39 -3.65
H 0.32 -5.86 -5.73
H -0.02 -1.34 -0.63
H -0.01 1.45 1.50
H -2.82 -0.74 2.37
H -0.04 -1.35 -4.24
H 1.83 1.57 3.21
H 1.83 -1.03 -4.17
H -4.61 -1.94 -2.51
H -6.01 2.10 5.54
H -1.24 -4.50 0.81
*
```



Molecular formula: C2H5FOS
Method: DFT, wB97M-V/def2-TZVPD

Calculated values
**Highest occupied orbital energy (alpha / beta)**: -8.74 / -9.18 eV
**Kohn-Sham gap (alpha / beta)**: 8.710 / 8.500 eV
**Relative energy (zero: lowest compared OMol25 entry of this formula, charge and spin)**: 286.6 kJ/mol

Geometry as ORCA input:
```
! wB97M-V def2-TZVPD RIJCOSX def2/J DEFGRID3
* xyz 0 1
S -0.75 -1.02 0.44
F 3.12 -0.20 0.38
O -1.24 -1.62 -0.84
C -1.71 0.50 0.64
C 2.10 -0.16 -0.61
H -2.63 0.53 0.00
H 2.28 -0.89 -1.42
H -0.93 1.21 0.55
H -2.11 0.72 1.63
H 1.87 0.94 -0.78
*
```



Molecular formula: C4H7N3O4
Method: DFT, wB97M-V/def2-TZVPD

Calculated values
**Highest occupied orbital energy**: -9.39 eV
**Kohn-Sham gap**: 9.722 eV
**Relative energy (zero: lowest compared OMol25 entry of this formula, charge and spin)**: 459.4 kJ/mol

Geometry as ORCA input:
```
! wB97M-V def2-TZVPD RIJCOSX def2/J DEFGRID3
* xyz 0 1
O 2.53 1.82 0.43
O -3.87 0.40 -0.34
O -2.28 -0.54 1.50
O 2.51 -1.53 -0.27
N 2.88 -0.35 0.34
N -2.50 0.27 -0.58
N 0.14 -0.26 -1.33
C -1.75 -0.27 0.44
C 2.06 0.75 0.17
C -0.28 -0.51 0.05
C 0.63 0.65 -0.30
H 0.83 -0.93 -1.62
H -2.26 0.22 -1.57
H -3.90 0.10 0.58
H 0.23 1.68 -0.36
H 2.42 -2.12 0.49
H 0.14 -1.34 0.63
H 3.87 -0.09 0.12
*
```